Record 1
Molecular formula: C4H6N2
Method: DFT, the ωB97M-V functional and the def2-TZVPD basis

Last column: Löwdin charge in e.
Positions of all 12 atoms, in Å:
N  2.04527  -0.06459  0.17374  0.05
C  0.63970  -0.10624  -0.17117  -0.37
C  -0.19611  1.00770  -0.36966  -0.11
C  -1.52231  0.69525  0.16194  -0.07
C  -1.42408  -0.75290  -0.01444  -0.21
N  -0.20363  -1.22137  -0.12045  0.05
H  2.51853  -0.09054  -0.76562  0.10
H  2.30966  0.58276  0.94646  0.09
H  0.27136  1.88510  -0.12645  0.05
H  -2.31557  1.63283  0.14420  0.14
H  -2.32074  -1.45652  0.37486  0.14
H  0.19792  -2.11149  -0.23341  0.14

Output
Molecular weight = 82.11 g/mol
E_tot = -7222.4554 eV
HOMO-LUMO gap = 0.32054 Eh
Highest occupied orbital energy = -7.74 eV
SMILES = Nc1ccc[nH]1

Record 2
Molecular formula: C2H5NO2
Method: DFT, the ωB97M-V functional and the def2-TZVPD basis

Last column: Löwdin charge in e.
Positions of all 10 atoms, in Å:
N  -1.68242  0.13655  -0.12673  -0.01
C  -0.64522  -0.81078  0.23617  -0.16
C  0.68054  -0.02980  0.04033  -0.49
O  1.71964  -0.61253  -0.17529  0.09
O  0.49059  1.33074  0.08658  0.09
H  -2.50855  -0.40767  0.07950  0.09
H  -1.92423  0.18739  -1.07749  0.07
H  -0.61639  -1.68556  -0.52986  0.15
H  -0.62053  -1.18010  1.24807  0.12
H  -0.44711  1.42791  0.21751  0.05

Output
Molecular weight = 75.07 g/mol
E_tot = -7739.8120 eV
HOMO-LUMO gap = 0.39807 Eh
Highest occupied orbital energy = -10.23 eV
SMILES = NCC(=O)O

Record 3
Molecular formula: C20H27B2BrF4FeN6O5S
Method: DFT, the ωB97M-V functional and the def2-TZVPD basis

Last column: Mulliken spin population.
Positions of all 67 atoms, in Å:
Fe  -1.38788  1.73385  -0.03019  2.96
C  -0.80326  2.01123  4.12505  0.00
C  -0.63442  1.82105  2.65886  0.03
N  -1.64398  1.48002  1.87773  0.26
O  -2.85339  1.32579  2.42000  0.08
B  -3.71754  0.30815  1.73975  0.01
F  -4.89331  0.24152  2.43027  0.00
F  -3.02461  -0.88283  1.65563  0.01
O  -4.13261  0.75875  0.32709  -0.01
N  -3.17110  1.07941  -0.53186  -0.08
C  -3.45957  1.19837  -1.77353  0.05
C  -4.80894  0.93838  -2.33507  0.00
C  -2.32246  1.68795  -2.64165  0.01
N  -1.22399  1.89481  -2.02487  -0.07
O  -0.22492  2.48163  -2.73240  -0.01
B  1.14093  1.83100  -2.90304  0.01
F  1.83956  2.62115  -3.75671  0.00
F  0.98536  0.51509  -3.30334  0.00
O  1.95897  1.84000  -1.54732  0.01
N  0.55735  1.96965  0.58663  0.04
C  0.57378  2.09156  1.97578  0.40
C  1.71571  2.77733  2.65886  -0.02
C  -2.48650  1.97695  -4.09100  0.00
H  -1.66383  1.45420  4.48086  0.00
H  -0.97610  3.06987  4.33950  0.00
H  0.08869  1.69482  4.66416  0.00
H  -5.44503  0.47903  -1.58684  0.00
H  -4.73550  0.28851  -3.20908  0.00
H  -5.26706  1.87852  -2.65494  0.00
H  2.51372  2.97638  1.94870  0.00
H  2.11887  2.19635  3.49294  0.02
H  1.38737  3.73843  3.06886  0.03
H  -3.50360  1.79262  -4.42712  0.00
H  -1.79067  1.36317  -4.66578  0.00
H  -2.21621  3.01654  -4.28127  0.00
C  4.65498  0.91863  1.52550  0.00
C  4.18981  0.70995  0.09543  0.00
N  3.31751  -0.46877  -0.00092  0.00
C  3.99039  -1.77975  -0.06766  0.00
C  3.96556  -2.30660  -1.49110  0.00
C  1.99202  -0.44096  0.09150  0.06
S  1.06118  1.01377  -0.58093  -0.03
N  1.33845  -1.53228  0.36847  0.00
C  -0.04761  -1.61123  0.17989  0.00
O  -0.74371  -0.64982  -0.11014  0.01
C  -0.61884  -2.98709  0.28283  0.00
C  -1.97106  -3.17702  0.03006  0.00
C  -2.51034  -4.45286  0.08168  0.00
C  -1.69737  -5.53867  0.38376  0.00
C  -0.34382  -5.35134  0.63375  0.00
C  0.19540  -4.07392  0.58108  0.00
H  5.27907  1.81119  1.59774  0.00
H  5.24074  0.06676  1.87651  0.00
H  3.80497  1.03631  2.19412  0.00
H  5.04794  0.51422  -0.54696  0.00
H  3.68540  1.57739  -0.31641  0.00
H  3.49371  -2.46263  0.61343  0.00
H  5.00835  -1.62953  0.28982  0.00
H  2.93668  -2.41645  -1.83693  0.00
H  4.45040  -3.28271  -1.53701  0.00
H  4.48500  -1.63040  -2.17228  0.00
H  -2.58947  -2.32049  -0.19092  0.00
H  -3.56631  -4.59881  -0.10658  0.00
H  -2.12065  -6.53506  0.42584  0.00
H  0.28964  -6.19775  0.86709  0.00
H  1.24734  -3.90762  0.77288  0.00
Br  -1.95919  4.05430  0.11184  0.25

Output
Molecular weight = 696.90 g/mol
E_tot = -167849.3231 eV
HOMO-LUMO gap (alpha / beta) = 0.23883 / 0.27484 Eh
Highest occupied orbital energy (alpha / beta) = -7.83 / -9.10 eV
2S+1 = 5

Record 4
Molecular formula: C7H14O5S
Method: DFT, the ωB97M-V functional and the def2-TZVPD basis

Last column: Löwdin charge in e.
Positions of all 27 atoms, in Å:
C  0.60679  0.49648  -0.46683  -0.21
C  1.56598  -0.50692  -1.15352  -0.29
C  1.35162  -1.56015  0.01563  -0.24
C  0.29052  -0.54494  0.56322  -0.21
C  -2.89011  1.30584  -0.47780  -0.40
C  1.17695  1.84563  0.13568  -0.20
C  -1.63886  -1.20861  -0.05623  -0.50
O  1.13557  -0.72154  -2.45511  -0.01
O  2.49990  -1.82440  0.71439  0.03
O  0.10613  -0.30998  1.94717  0.02
O  2.05230  1.81644  1.20554  -0.05
O  -2.31307  -1.27765  1.14505  -0.09
S  -2.29730  -0.12380  -1.29987  0.88
H  -0.27641  0.64589  -1.12254  0.05
H  2.54359  -0.11643  -1.21823  0.14
H  0.99563  -2.35452  -0.47422  0.10
H  -3.52707  1.03191  0.45462  0.08
H  -3.43936  1.81576  -1.18841  -0.01
H  -1.96794  1.95674  -0.11656  0.08
H  0.23783  2.37166  0.52097  0.12
H  1.67159  2.43314  -0.59311  0.11
H  -1.48972  -2.21748  -0.45630  0.09
H  0.20146  -1.02395  -2.17568  0.11
H  3.34982  -1.62563  0.31714  0.11
H  0.35474  -1.08204  2.43602  0.11
H  1.78941  1.37687  2.01736  0.08
H  -2.08999  -0.59833  1.78165  0.08

Output
Molecular weight = 210.25 g/mol
E_tot = -28553.9404 eV
HOMO-LUMO gap = 0.31488 Eh
Highest occupied orbital energy = -8.15 eV

Record 5
Molecular formula: C29H21N2O6SY
Method: DFT, the ωB97M-V functional and the def2-TZVPD basis

Last column: Löwdin charge in e.
Positions of all 60 atoms, in Å:
Y  0.36423  -1.99545  0.39232  1.33
O  5.55272  -5.80306  0.79829  0.10
C  4.52398  -5.16902  0.84455  -0.27
C  3.33884  -5.31611  -0.07547  -0.29
O  3.10920  -6.25944  -0.80498  0.08
C  2.52040  -4.10415  0.13604  -0.30
C  3.03351  -3.39088  1.24500  -0.29
O  2.46678  -2.30173  1.68050  -0.19
C  4.19739  -4.05102  1.80808  -0.31
O  4.81013  -3.79993  2.83245  0.06
O  1.50113  -3.75960  -0.54179  -0.11
C  1.12756  3.80419  0.75185  -0.06
C  -0.28884  4.35954  0.59177  -0.56
C  -0.55521  5.34212  1.74430  -0.06
C  -0.35866  5.10262  -0.75085  -0.05
C  -1.34215  3.25359  0.60875  -0.17
C  -2.70092  3.60448  0.52451  -0.05
C  -3.70324  2.65186  0.49514  -0.10
C  -3.33931  1.31566  0.55474  -0.48
S  -4.33113  -0.10902  0.48261  1.06
C  -2.86450  -1.11052  0.59469  -0.50
N  -1.77606  -0.41592  0.70202  0.05
C  -1.99366  0.93886  0.65898  -0.28
C  -0.99656  1.91510  0.67780  0.06
C  -2.90172  -2.56298  0.53372  -0.28
C  -4.13072  -3.23469  0.52110  -0.09
C  -4.16683  -4.61409  0.48880  -0.12
C  -2.96741  -5.31626  0.45357  -0.11
C  -1.75728  -4.63364  0.42881  -0.13
C  -1.65307  -3.23524  0.46519  -0.17
H  1.84335  4.62983  0.73582  0.08
H  1.37756  3.12182  -0.06161  0.06
H  1.23983  3.27125  1.69798  0.09
H  0.21759  6.11485  1.76568  0.08
H  -0.53761  4.80995  2.69762  0.09
H  -1.52545  5.83241  1.64466  0.07
H  0.36366  5.92361  -0.76640  0.08
H  -1.35288  5.51728  -0.92988  0.07
H  -0.11941  4.41990  -1.56815  0.10
H  -2.98765  4.64760  0.46473  0.10
H  -4.74350  2.94234  0.41134  0.10
H  0.02969  1.56245  0.69385  0.09
H  -5.05442  -2.66262  0.53776  0.07
H  -5.11562  -5.13801  0.48326  0.09
H  -2.98009  -6.40134  0.43203  0.09
H  -0.84685  -5.22518  0.36866  0.09
O  0.77672  -3.70081  2.91471  0.05
C  0.88916  -2.56707  2.73670  -0.12
N  1.10080  -0.33373  -0.49506  -0.20
C  1.52523  0.27948  -1.58407  -0.48
C  1.07956  -0.04700  -2.91491  -0.08
C  1.52066  0.63555  -4.02857  -0.17
C  2.42859  1.69318  -3.93194  -0.19
C  2.89582  2.03472  -2.66143  -0.17
C  2.47161  1.36703  -1.53171  -0.11
H  0.37049  -0.86381  -3.01210  0.08
H  1.15580  0.34226  -5.01041  0.08
H  2.77098  2.21974  -4.81604  0.06
H  3.61598  2.84458  -2.55826  0.08
H  2.87179  1.62443  -0.55672  0.08

Output
Molecular weight = 614.47 g/mol
E_tot = -57559.5713 eV
HOMO-LUMO gap = 0.16281 Eh
Highest occupied orbital energy = -0.65 eV
Charge = -2

Record 6
Molecular formula: C47H48BrFN6O3S3SeSiSn
Method: DFT, the ωB97M-V functional and the def2-TZVPD basis

Last column: Löwdin charge in e.
Positions of all 112 atoms, in Å:
Sn  1.00089  1.24819  1.43606  0.75
C  -1.44603  3.68414  2.67892  -0.10
O  -1.89608  2.45545  2.10681  -0.13
C  -2.47816  1.58579  2.96020  -0.23
C  -3.20185  1.99507  4.06195  -0.05
C  -3.75472  1.03691  4.90630  -0.68
Br  -4.80103  1.60091  6.39720  0.67
C  -3.58832  -0.30112  4.69161  -0.10
C  -2.85864  -0.73364  3.57150  -0.07
C  -2.30268  0.20853  2.69099  -0.24
O  -1.64870  -0.14446  1.58718  -0.06
C  -2.66573  -2.14507  3.31308  -0.23
N  -1.92688  -2.64162  2.34881  0.18
C  -2.01488  -4.01006  2.45091  -0.20
C  -1.40665  -5.00857  1.69679  0.00
C  -1.68876  -6.32303  2.02452  -0.10
C  -2.55549  -6.65031  3.07231  -0.12
C  -3.16373  -5.66752  3.83795  -0.04
C  -2.87093  -4.35030  3.51746  -0.19
N  -3.26825  -3.14348  4.04738  0.17
H  -0.98452  3.50101  3.64966  0.10
H  -2.26680  4.40944  2.76300  0.08
H  -0.67090  4.07356  2.02152  0.04
H  -3.32304  3.04405  4.28509  0.10
H  -4.00830  -1.01138  5.39061  0.09
H  -1.36557  -1.08309  1.69368  0.08
H  -0.72119  -4.74664  0.90190  0.10
H  -1.23228  -7.12201  1.45308  0.09
H  -2.76210  -7.69133  3.28874  0.09
H  -3.83651  -5.92407  4.64765  0.10
H  -3.87533  -3.01159  4.83316  0.14
C  2.88704  -0.79421  3.61719  -0.06
C  2.54831  -1.80819  2.56203  -0.37
C  2.69895  -3.16708  2.79522  -0.10
C  2.32021  -4.04390  1.77712  -0.13
C  1.87097  -3.55547  0.58136  -0.09
C  1.78570  -2.13806  0.34893  -0.48
N  2.09515  -1.30540  1.40898  0.04
N  1.44705  -1.62482  -0.82120  -0.02
Si  1.37455  -2.43356  -2.30197  0.37
C  1.38020  -1.18333  -3.71953  -0.17
C  -0.14839  -3.56879  -2.50622  -0.18
C  2.85463  -3.62161  -2.59776  -0.18
H  3.57856  -1.20109  4.35730  0.07
H  1.96668  -0.46555  4.10928  0.06
H  3.31631  0.09959  3.16044  0.04
H  3.07521  -3.53927  3.73977  0.08
H  2.38525  -5.11721  1.93842  0.09
H  1.57912  -4.22371  -0.22003  0.06
H  0.36465  -0.97585  -4.05941  0.01
H  1.97619  -1.51817  -4.57456  0.01
H  1.80075  -0.24279  -3.37263  0.01
H  -1.05024  -2.95477  -2.54808  0.00
H  -0.23577  -4.23876  -1.64491  0.00
H  -0.11327  -4.18504  -3.41006  0.01
H  3.75529  -3.19656  -2.14357  -0.01
H  3.07362  -3.81138  -3.65253  0.01
H  2.67426  -4.58929  -2.12130  0.01
S  5.58724  -1.86503  -0.33124  1.07
C  6.82287  -2.82029  -1.03728  -0.42
C  7.28450  -2.27618  -2.19603  -0.21
C  6.63151  -1.06461  -2.52621  -0.14
C  5.67977  -0.69726  -1.61105  -0.46
C  4.77115  0.44129  -1.63232  -0.19
C  3.76840  0.56462  -0.64862  -0.11
N  2.82499  1.46298  -0.66304  0.08
C  2.79598  2.35957  -1.66787  -0.14
C  3.83580  2.42174  -2.62622  -0.14
C  3.82195  3.46414  -3.60730  -0.04
C  2.80588  4.35058  -3.67658  -0.04
C  1.69547  4.26758  -2.77795  -0.14
C  0.60695  5.14233  -2.83159  0.01
C  -0.45319  4.99134  -1.95535  -0.20
C  -0.38045  3.90599  -1.05499  -0.08
N  0.64393  3.10650  -0.95545  0.12
C  1.68672  3.26536  -1.78233  -0.14
C  -1.58681  5.90221  -1.91400  -0.47
C  -2.67131  5.87083  -1.07582  -0.13
C  -3.56072  6.95725  -1.25202  -0.20
C  -3.16044  7.81572  -2.22518  -0.44
S  -1.68257  7.30347  -2.94363  1.02
C  4.82174  1.43122  -2.59427  0.04
H  7.12460  -3.73766  -0.55814  0.06
H  8.05849  -2.72403  -2.80417  0.09
H  6.83762  -0.50244  -3.42585  0.10
H  3.73400  -0.12192  0.19186  0.07
H  4.65253  3.52582  -4.30257  0.11
H  2.82072  5.14489  -4.41514  0.10
H  0.60240  5.94786  -3.55923  0.09
H  -1.20291  3.68969  -0.37995  0.10
H  -2.82931  5.08871  -0.34697  0.11
H  -4.45525  7.10002  -0.66225  0.10
H  -3.63125  8.72181  -2.57033  0.05
H  5.62016  1.44682  -3.32812  0.11
Se  2.36349  3.30092  2.31938  -0.49
F  0.15594  0.68181  3.47533  -0.59
C  -3.83752  2.50985  -2.86309  -0.15
C  -4.12124  1.40638  -1.85712  -0.38
S  -2.48822  0.67981  -1.32451  0.90
O  -1.79641  0.43146  -2.60823  -0.54
C  -3.19534  -0.95063  -0.85950  -0.38
C  -4.33887  -0.87787  0.14131  -0.14
H  -4.74194  2.80132  -3.39979  0.07
H  -3.10256  2.14614  -3.58319  0.06
H  -3.42174  3.39541  -2.38137  0.05
H  -4.69775  0.60002  -2.31484  0.08
H  -4.63784  1.77730  -0.97001  0.08
H  -2.34593  -1.50347  -0.45973  0.07
H  -3.50024  -1.41750  -1.79832  0.09
H  -4.12569  -0.15323  0.92647  0.06
H  -4.49242  -1.84837  0.61674  0.07
H  -5.27472  -0.58979  -0.34067  0.06

Output
Molecular weight = 1165.80 g/mol
E_tot = -248926.7086 eV
HOMO-LUMO gap = 0.13675 Eh
Highest occupied orbital energy = -0.35 eV
Charge = -2

Which value of E_tot does entry 6 give? -248926.7086 eV

Which formula does entry 6 have? C47H48BrFN6O3S3SeSiSn

Number 6 is which compound? C47H48BrFN6O3S3SeSiSn